1.
This record from OMol25 describes a structure of composition C16H15AsCl5O8PtS at a distorted geometry. The level of theory is ωB97M-V/def2-TZVPD.

As for the HOMO energy (spin up / spin down): -0.449 / -0.450 Eh. The multiplicity is 5. Its net charge is +1. As for the expectation value of S²: 6.03. The relative energy (zero: lowest compared OMol25 entry of this formula, charge and spin) comes out at 19.5 kcal/mol. The frontier orbital gap (spin up / spin down) comes out at 8.188 / 4.489 eV. For the max |F|, the calculation gives 0.0304 Eh/bohr.

Each line ends with the Mulliken charge.
Geometry (Å):
Pt1 0.310 0.167 -0.794  1.23
O1 -0.201 -4.313 -0.117  -0.63
As1 -0.402 -3.003 -1.283  0.93
O2 -0.393 -3.685 -2.738  -0.74
O3 0.797 -1.929 -0.708  -0.55
C1 -2.046 -2.181 -0.586  0.23
C2 -2.655 -2.776 0.514  -0.36
C3 -3.776 -2.179 1.072  -0.60
C4 -4.290 -0.998 0.550  -0.70
C5 -3.687 -0.400 -0.542  -1.07
C6 -2.560 -0.999 -1.099  0.54
S1 -1.812 -0.107 -2.463  1.29
O4 -1.441 1.191 -1.822  -0.58
O5 -2.736 -0.007 -3.532  -0.64
O6 -0.510 -0.759 -2.740  -0.67
H1 -0.106 -5.132 -0.622  0.31
H2 -2.257 -3.697 0.917  0.63
H3 -4.257 -2.646 1.922  0.41
H4 -5.162 -0.539 0.994  0.45
H5 -4.076 0.512 -0.976  0.50
C7 -0.984 3.303 0.180  -0.91
O7 -0.693 2.003 0.701  -0.04
C8 -0.014 2.076 1.942  -0.67
C9 -0.072 0.713 2.573  -0.61
O8 0.568 -0.217 1.712  0.01
C10 0.529 -1.542 2.248  -0.94
H6 -1.657 3.825 0.864  0.34
H7 -1.474 3.171 -0.775  0.21
H8 -0.070 3.889 0.055  0.37
H9 -0.515 2.794 2.596  0.50
H10 1.026 2.389 1.792  0.29
H11 -1.114 0.418 2.733  0.37
H12 0.441 0.736 3.540  0.38
H13 1.205 -1.611 3.104  0.30
H14 0.846 -2.227 1.469  0.27
H15 -0.484 -1.800 2.565  0.39
Cl1 3.317 -1.186 0.559  -0.03
C11 3.490 0.198 -0.372  1.11
C12 2.359 0.855 -0.886  -1.34
C13 2.606 1.953 -1.693  1.09
Cl2 1.284 2.714 -2.463  -0.06
C14 3.920 2.456 -1.933  0.03
Cl3 4.133 3.825 -2.886  -0.07
C15 5.031 1.805 -1.377  0.30
Cl4 6.605 2.402 -1.647  -0.13
C16 4.828 0.674 -0.610  -0.08
Cl5 6.150 -0.134 0.064  -0.10

2.
This record from OMol25 describes a structure of composition C39H58BFeIN4O3P2. The level of theory is ωB97M-V/def2-TZVPD.

As for the HOMO energy (spin up / spin down): -0.146 / -0.236 Eh. The multiplicity is 5. Its net charge is 0. As for the expectation value of S²: 6.06. The frontier orbital gap (spin up / spin down) comes out at 3.768 / 6.204 eV. For the max |F|, the calculation gives 0.0110 Eh/bohr.

Each line ends with the Mulliken charge.
Geometry (Å):
Fe1 -0.048 -0.439 -0.741  1.55
C1 -3.762 -1.874 2.075  -1.55
C2 -2.625 -2.897 2.258  2.22
C3 -2.921 -4.129 1.394  -1.87
C4 -2.650 -3.322 3.731  -1.75
P1 -1.050 -2.010 1.668  1.25
C5 -0.775 -0.860 3.115  -1.68
N1 -1.018 0.496 2.675  0.40
B1 -0.305 1.161 1.623  0.74
N2 -1.109 2.268 1.199  0.50
C6 -1.017 2.917 -0.093  -2.19
P2 -1.009 1.677 -1.513  1.04
C7 -2.855 1.402 -1.865  2.29
C8 -3.403 0.741 -0.590  -1.98
C9 -3.689 2.644 -2.174  -1.82
C10 -3.039 0.388 -3.007  -1.85
C11 -0.233 2.778 -2.841  2.13
C12 -0.362 2.154 -4.234  -1.60
C13 -0.783 4.207 -2.885  -1.76
C14 1.266 2.847 -2.516  -1.84
C15 -2.204 2.343 2.064  0.24
C16 -3.224 3.274 2.145  -0.56
C17 -4.218 3.098 3.109  -0.89
C18 -4.180 2.018 3.981  -0.83
C19 -3.144 1.085 3.918  -0.58
C20 -2.160 1.250 2.959  0.34
C21 0.396 -3.220 1.638  2.16
C22 0.524 -4.153 2.842  -2.09
C23 1.686 -2.400 1.514  -2.00
C24 0.267 -4.047 0.346  -1.76
H1 -4.680 -2.268 2.525  0.61
H2 -3.974 -1.674 1.026  0.17
H3 -3.542 -0.918 2.554  0.11
H4 -3.966 -4.426 1.541  0.58
H5 -2.299 -4.980 1.677  0.28
H6 -2.774 -3.937 0.330  0.00
H7 -3.554 -3.919 3.896  0.55
H8 -2.711 -2.471 4.411  0.38
H9 -1.797 -3.929 4.019  0.25
H10 0.243 -0.985 3.477  0.44
H11 -1.448 -1.097 3.931  0.41
H12 -0.076 3.463 -0.171  0.50
H13 -1.835 3.626 -0.194  0.34
H14 -3.573 1.461 0.209  0.12
H15 -2.726 -0.030 -0.202  -0.05
H16 -4.364 0.262 -0.813  0.88
H17 -3.504 3.465 -1.478  0.28
H18 -4.752 2.387 -2.102  0.46
H19 -3.510 3.005 -3.187  0.35
H20 -2.392 -0.478 -2.875  0.06
H21 -2.847 0.813 -3.987  0.43
H22 -4.078 0.036 -3.007  0.52
H23 -1.387 2.106 -4.591  0.35
H24 0.069 1.150 -4.258  -0.05
H25 0.201 2.769 -4.943  0.60
H26 -1.756 4.271 -3.367  0.32
H27 -0.088 4.825 -3.462  0.56
H28 -0.861 4.654 -1.892  0.24
H29 1.691 1.864 -2.315  -0.06
H30 1.479 3.459 -1.641  0.38
H31 1.783 3.286 -3.377  0.71
H32 -3.255 4.129 1.479  0.47
H33 -5.025 3.818 3.179  0.41
H34 -4.957 1.903 4.728  0.41
H35 -3.111 0.260 4.622  0.47
H36 0.536 -3.602 3.786  0.33
H37 1.474 -4.692 2.770  0.52
H38 -0.272 -4.897 2.877  0.36
H39 1.906 -1.798 2.395  0.33
H40 1.666 -1.725 0.655  0.09
H41 2.523 -3.095 1.378  0.70
H42 -0.580 -4.733 0.359  0.26
H43 1.175 -4.645 0.214  0.64
H44 0.164 -3.392 -0.527  -0.04
C25 3.951 -1.930 -1.649  -1.86
C26 2.578 -1.535 -2.113  0.55
O1 1.928 -0.665 -1.547  -0.07
N3 2.079 -2.179 -3.190  0.00
C27 0.791 -1.813 -3.760  -0.86
C28 -0.381 -2.592 -3.220  0.80
C29 -0.899 -3.674 -3.919  -0.92
C30 -2.010 -4.334 -3.429  -0.85
C31 -2.573 -3.879 -2.254  -1.53
C32 -1.983 -2.801 -1.614  -0.61
N4 -0.909 -2.166 -2.070  0.97
H45 4.267 -1.241 -0.871  0.29
H46 4.661 -1.906 -2.476  0.50
H47 3.928 -2.943 -1.238  0.38
H48 2.589 -2.954 -3.579  0.27
H49 0.848 -1.928 -4.841  0.73
H50 0.625 -0.765 -3.526  -0.74
H51 -0.436 -3.983 -4.847  0.50
H52 -2.433 -5.179 -3.957  0.43
H53 -3.452 -4.347 -1.832  0.53
H54 -2.385 -2.412 -0.692  1.05
I1 6.435 0.810 5.568  -0.01
C33 4.958 1.141 4.119  -0.33
C34 5.305 1.714 2.884  -0.26
C35 4.350 1.887 1.912  -1.44
C36 3.002 1.440 2.109  0.37
C37 2.672 0.934 3.409  -0.22
C38 3.631 0.781 4.385  -0.58
C39 2.081 1.577 1.051  -0.06
O2 2.157 2.289 0.044  -0.66
O3 0.894 0.715 1.135  0.17
H55 6.326 2.026 2.704  0.37
H56 4.607 2.347 0.964  0.34
H57 1.636 0.737 3.651  0.38
H58 3.355 0.418 5.369  0.40